No. 1
The following is a DFT calculation (ωB97M-V/def2-TZVPD) of a molecular structure, C45H34BrN4OP2Ru in a non-equilibrium geometry.

The spin multiplicity is 6. The calculation puts the LUMO energy (spin up / spin down) at 0.30 / -2.41 eV.

```
88
Properties=species:S:1:pos:R:3:forces:R:3
Ru -1.376904 -0.002655 -0.231011 -1.065 0.032 -1.280
C 2.041481 0.897746 -0.477917 0.110 -0.064 -0.043
P 2.876026 -0.705733 0.088041 -0.009 -0.007 -0.002
C 2.316279 -1.942778 -1.136157 -0.011 -0.010 -0.003
C 2.528504 -3.269877 -0.759091 -0.007 0.030 -0.007
C 2.144473 -4.311136 -1.587583 0.002 -0.009 0.006
C 1.518375 -4.039885 -2.796201 -0.010 -0.015 0.002
C 1.291283 -2.726582 -3.175776 -0.004 -0.006 -0.002
C 1.695399 -1.684727 -2.354372 0.071 -0.005 0.056
C 4.580658 -0.353288 -0.487620 0.012 -0.037 0.026
C 5.524475 -0.012968 0.477875 -0.009 0.030 0.000
C 6.831595 0.285714 0.116978 0.009 0.005 -0.014
C 7.207295 0.236207 -1.216495 -0.008 0.005 0.009
C 6.274598 -0.109987 -2.186370 0.006 0.001 -0.003
C 4.969722 -0.403893 -1.824618 -0.004 -0.006 -0.038
C 1.340534 1.532497 0.643061 0.049 0.296 -0.100
C 1.767635 2.647964 1.457442 -0.047 -0.027 0.093
C 0.756776 2.899182 2.338500 0.028 -0.059 -0.044
C -0.259347 1.929563 2.054334 -0.031 -0.081 0.155
C -1.519921 1.574249 2.753800 0.018 -0.109 -0.171
P -1.381297 -0.319817 2.800187 -0.011 0.132 0.932
C -2.856981 -0.954147 3.586835 0.003 0.035 -0.078
C -2.817826 -2.214366 4.179181 0.013 0.008 -0.002
C -3.965641 -2.741069 4.746004 -0.009 0.005 0.002
C -5.148211 -2.013727 4.723957 -0.005 -0.011 0.003
C -5.187594 -0.758885 4.133480 0.005 -0.002 -0.006
C -4.044834 -0.229407 3.557406 -0.004 -0.016 -0.015
C -0.070672 -0.397440 4.059806 0.005 -0.007 -0.075
C 1.238194 -0.721625 3.719813 -0.010 -0.031 -0.029
C 2.238080 -0.666112 4.680330 0.002 0.015 0.012
C 1.935448 -0.297795 5.982178 -0.013 0.000 -0.004
C 0.626972 0.014018 6.328642 0.024 0.001 0.018
C -0.371931 -0.030456 5.370259 -0.026 -0.003 -0.005
N 0.126020 1.128571 1.034421 -0.271 -0.099 -0.022
H 1.312819 0.666599 -1.257271 -0.022 0.020 -0.048
H 2.810814 1.558002 -0.874849 -0.039 -0.005 -0.047
H 2.985696 -3.485800 0.200210 0.001 -0.008 0.007
H 2.314245 -5.334698 -1.280244 -0.002 -0.007 0.003
H 1.192551 -4.851902 -3.432872 0.006 -0.005 -0.008
H 0.783933 -2.507560 -4.106628 -0.008 0.016 -0.006
H 1.494045 -0.672579 -2.672657 -0.030 0.057 -0.019
H 5.230921 0.012951 1.521227 0.009 -0.012 0.012
H 7.556434 0.545692 0.877348 0.006 0.005 0.005
H 8.226774 0.459802 -1.501676 0.012 0.003 -0.002
H 6.567542 -0.157196 -3.227193 0.004 0.001 -0.007
H 4.252260 -0.687748 -2.586077 0.012 -0.007 0.019
H 2.710686 3.161940 1.366222 0.019 0.005 -0.027
H 0.714554 3.654676 3.104998 -0.019 -0.001 0.031
H -2.387272 1.874976 2.158223 -0.006 -0.023 0.002
H -1.586479 1.979184 3.763902 0.008 0.054 -0.019
H -1.894364 -2.779648 4.185290 0.000 -0.011 0.006
H -3.939884 -3.722188 5.200569 0.003 -0.010 0.000
H -6.045686 -2.431960 5.160567 -0.001 0.003 0.008
H -6.113339 -0.200372 4.103783 -0.002 0.008 -0.004
H -4.091333 0.729654 3.058385 -0.015 0.006 0.004
H 1.481491 -1.025223 2.709915 0.011 0.026 -0.004
H 3.254462 -0.917351 4.406521 0.009 -0.005 -0.008
H 2.715777 -0.259961 6.730708 0.009 -0.005 0.011
H 0.384167 0.286426 7.347261 -0.004 0.005 0.005
H -1.394474 0.201127 5.646717 0.000 0.011 0.006
O -5.770326 3.366735 -0.238214 -0.001 0.000 -0.007
C -4.441842 3.144145 -0.414068 -0.002 0.024 -0.002
C -3.547556 4.171734 -0.698064 -0.018 0.001 -0.016
C -2.214463 3.838628 -0.849453 -0.012 -0.033 0.003
N -1.758504 2.592461 -0.741127 -0.091 0.189 0.011
C -2.626679 1.609931 -0.474908 0.588 0.249 0.141
Br -3.588424 -1.420381 0.149388 0.300 0.215 0.101
C -3.981798 1.840953 -0.291906 -0.038 -0.093 -0.054
H -5.962098 4.300017 -0.379938 0.005 -0.010 0.003
H -3.881559 5.196032 -0.809133 0.004 0.018 0.013
H -1.481172 4.607371 -1.068783 0.006 0.006 -0.010
H -4.668506 1.034532 -0.081109 0.003 -0.006 0.002
N -0.718226 -1.758235 1.796102 0.222 -0.586 -0.179
C -0.499169 -1.758498 0.623511 0.170 -0.163 0.720
N -0.954449 0.153162 -10.240500 0.002 0.002 -0.060
C -1.017324 0.126333 -9.093385 -0.003 -0.004 0.074
C -1.091155 0.094097 -7.658305 0.007 0.005 -0.024
C -2.323442 -0.051910 -7.023562 -0.006 -0.002 -0.007
C -2.390669 -0.077552 -5.644870 -0.012 -0.027 0.005
C -1.230052 0.036196 -4.871242 -0.053 0.001 0.002
C 0.000386 0.180618 -5.521425 0.033 0.007 0.016
C 0.071928 0.211604 -6.900177 0.001 -0.007 -0.010
C -1.305812 0.006529 -3.446384 0.096 -0.043 -0.011
C -1.346926 -0.045005 -2.231338 0.045 0.136 -0.006
H -3.222680 -0.142431 -7.617586 -0.003 0.000 0.001
H -3.342873 -0.190366 -5.145349 -0.004 0.004 0.000
H 0.903117 0.274198 -4.931694 -0.008 -0.001 0.001
H 1.025275 0.324906 -7.398153 0.005 0.003 0.000
```
Positions in Å, forces in eV/Å.

Results of the Löwdin charge analysis, in e, for atoms 1 through 6:
1. Ru 0.975
2. C -0.240
3. P 1.092
4. C -0.420
5. C -0.119
6. C -0.081

No. 2
The following is a DFT calculation (ωB97M-V/def2-TZVPD) of 2 unconnected molecules or ions with the total composition C3H8N3 in a non-equilibrium geometry.

The net charge is +1. The spin multiplicity is 1. The calculation puts the LUMO energy (spin up / spin down) at -5.45 / -3.87 eV.

```
14
Properties=species:S:1:pos:R:3:forces:R:3
C 0.450759 1.134934 -0.499706 -1.304 0.912 -3.483
C -0.476247 0.417065 0.326115 -1.292 -1.158 0.329
C 1.834337 -0.863470 0.104226 2.009 -0.215 1.416
N -3.746700 -0.084359 0.375035 -1.301 -0.271 -0.044
N -2.913092 -0.417717 -0.316202 1.936 -0.297 -0.939
N 0.582925 -0.310758 -0.387905 0.950 -0.236 1.274
H 0.300107 1.485226 -1.595007 -0.523 -0.637 1.960
H 1.169844 1.746124 -0.086680 1.867 0.836 1.203
H -0.446582 0.300098 1.413591 0.025 0.407 -0.402
H 2.492877 -0.795512 -0.814293 -0.038 0.129 1.609
H 2.177766 -0.368332 1.081473 -0.237 -0.087 -1.908
H 1.814445 -1.921050 0.419227 -0.720 0.294 -0.544
H -3.656196 0.512719 1.178921 0.050 0.801 1.092
H 0.415758 -0.834971 -1.198791 -1.421 -0.479 -1.565
```
Positions in Å, forces in eV/Å.

Results of the natural (NBO) charge analysis, in e, for atoms 1 through 6:
1. C -0.270
2. C -0.048
3. C -0.442
4. N -0.213
5. N 0.104
6. N -0.385

No. 3
The following is a DFT calculation (ωB97M-V/def2-TZVPD) of a molecular structure, C51H44BF2N4O2PtS4 in a non-equilibrium geometry.

The net charge is +1. The spin multiplicity is 5. The calculation puts the LUMO energy (spin up / spin down) at -1.87 / -5.82 eV.

```
109
Properties=species:S:1:pos:R:3:forces:R:3
Pt -0.444670 -0.050648 0.860534 -0.477 0.631 0.579
C -2.270147 2.629268 -9.557812 0.008 -0.009 0.136
C -1.660594 2.029970 -8.318004 -0.051 0.014 -0.012
C -0.546174 1.198904 -8.382940 0.010 0.003 -0.009
C 0.039471 0.695492 -7.230148 0.020 -0.065 0.003
C -0.504531 1.015993 -5.999044 0.001 0.079 0.086
C -1.615420 1.843601 -5.904929 -0.017 0.129 -0.106
C -2.193388 2.335280 -7.065304 0.047 -0.046 0.021
S 0.364709 0.464400 -4.524882 -0.278 -0.151 -0.001
O 1.737461 0.133585 -4.970190 0.077 -0.041 0.126
C -0.545773 -1.104668 -4.280622 0.329 -0.361 0.003
C -1.953061 -1.090481 -4.431629 0.006 0.110 0.071
C -2.676801 -2.229572 -4.270864 -0.115 0.004 -0.034
C -2.042039 -3.458207 -3.977467 0.198 -0.132 -0.037
C -2.777461 -4.663047 -3.874788 -0.068 0.045 0.017
C -2.145823 -5.846943 -3.626476 -0.034 -0.023 0.048
C -0.749842 -5.873113 -3.430670 0.050 0.044 -0.047
C -0.015034 -4.723595 -3.508738 -0.040 -0.055 -0.141
C -0.635582 -3.486943 -3.817742 -0.121 0.124 0.121
C 0.117969 -2.271384 -3.945893 -0.154 0.417 -0.207
C 1.600182 -2.370967 -3.772215 0.058 0.058 0.212
C 2.390716 -2.881582 -4.842822 0.169 0.243 -0.026
C 1.841601 -3.113148 -6.128758 -0.043 -0.134 0.012
C 2.625624 -3.565044 -7.150851 -0.060 -0.008 0.032
C 4.001330 -3.804253 -6.944344 0.012 0.011 -0.011
C 4.562624 -3.563225 -5.725042 0.088 -0.042 -0.042
C 3.780012 -3.083935 -4.647409 -0.239 -0.053 -0.058
C 4.348313 -2.796262 -3.386399 0.069 -0.006 0.027
C 3.587352 -2.284239 -2.380377 0.122 0.018 0.286
C 2.211127 -2.077608 -2.575439 -0.286 0.192 -0.553
S 1.298885 -1.354564 -1.183396 0.342 -1.073 -0.369
O 2.344203 -1.166038 -0.140175 -0.040 0.285 0.119
C 0.407526 -2.875047 -0.794333 -0.182 0.279 0.154
C 1.098678 -4.045852 -0.536695 0.082 0.010 0.171
C 0.399368 -5.168419 -0.123667 0.019 0.038 0.071
C -0.986640 -5.139554 0.027306 0.022 0.001 0.041
C -1.738205 -6.344257 0.526562 0.034 0.065 -0.094
C -1.667285 -3.963246 -0.278394 0.030 -0.069 0.038
C -0.975329 -2.831879 -0.678709 0.037 0.005 -0.145
H -1.818471 2.228628 -10.463384 -0.014 -0.013 0.007
H -2.129344 3.711935 -9.555938 -0.001 -0.014 -0.047
H -3.344369 2.441647 -9.586273 0.015 -0.008 -0.055
H -0.118647 0.954733 -9.349086 -0.013 0.014 0.035
H 0.929846 0.077668 -7.266879 -0.024 0.033 -0.016
H -2.027222 2.129219 -4.942920 0.087 -0.037 0.027
H -3.059451 2.984197 -6.997853 0.027 -0.004 -0.001
H -2.450325 -0.172488 -4.715909 -0.006 -0.066 0.076
H -3.753142 -2.219666 -4.404979 0.036 0.030 -0.003
H -3.853263 -4.623615 -4.007223 0.036 -0.029 -0.025
H -2.711398 -6.768890 -3.576038 -0.007 0.018 0.012
H -0.256684 -6.815384 -3.225369 -0.004 0.027 0.036
H 1.053690 -4.751673 -3.343422 -0.010 -0.022 -0.052
H 0.788333 -2.923891 -6.294968 0.012 -0.007 -0.002
H 2.191775 -3.740436 -8.127166 0.011 0.009 0.011
H 4.608410 -4.169826 -7.762389 0.009 0.011 0.014
H 5.622656 -3.726858 -5.567017 -0.030 0.006 0.010
H 5.405744 -2.975226 -3.230168 -0.014 0.015 -0.024
H 4.010644 -2.053364 -1.410001 -0.006 0.069 -0.083
H 2.178430 -4.070338 -0.640657 -0.042 -0.027 0.027
H 0.939697 -6.084857 0.085922 -0.013 0.020 0.020
H -1.086547 -7.213760 0.599135 -0.020 -0.003 0.011
H -2.568604 -6.589586 -0.137710 0.009 -0.004 -0.002
H -2.156620 -6.145901 1.515452 0.005 -0.038 -0.003
H -2.748928 -3.940366 -0.199388 0.023 0.029 -0.019
H -1.513550 -1.928095 -0.949531 -0.010 0.032 -0.005
C -3.647534 0.410477 1.754245 -0.113 0.189 -0.098
N -3.434606 0.651785 3.175068 0.087 -0.256 0.321
C -4.281701 0.292157 4.161897 -0.136 -0.044 -0.383
C -3.708384 0.671364 5.348717 0.335 0.157 0.472
N -2.527865 1.269565 5.094590 -0.198 -0.162 -0.181
B -1.674615 1.892620 6.277162 0.042 0.037 0.200
N -0.135163 1.905625 6.007299 0.151 0.316 -0.210
C 0.628137 3.024010 6.197972 -0.867 -0.154 -0.039
C 1.925931 2.707915 5.969248 0.425 -0.507 -0.116
N 1.958139 1.378388 5.653109 0.083 0.453 0.114
C 3.157116 0.620778 5.346825 0.173 -0.224 -0.055
C 0.690564 0.884170 5.670532 -0.144 -0.499 0.085
S 0.282894 -0.746347 5.370514 0.054 0.597 -0.027
C -2.337977 1.254920 3.747704 0.454 0.374 -0.398
S -1.019429 1.884683 2.897933 -0.455 -0.667 0.432
H -4.591385 -0.109254 1.621928 -0.040 0.018 0.096
H -2.842160 -0.201428 1.366433 0.122 -0.198 -0.044
H -3.662875 1.348435 1.205387 -0.012 0.064 0.033
H -5.218564 -0.203571 3.966059 0.046 0.063 0.008
H -4.062655 0.559395 6.360589 -0.006 -0.072 -0.085
H -1.884245 1.214717 7.246272 -0.136 0.000 -0.070
H -2.031947 3.033016 6.399800 0.082 0.010 0.019
H 0.182875 3.961862 6.484577 0.020 -0.061 -0.031
H 2.809951 3.320174 6.017632 0.015 -0.084 -0.023
H 4.015169 1.146680 5.756370 -0.025 0.018 -0.014
H 3.267687 0.507748 4.272176 0.003 0.009 -0.100
H 3.086569 -0.368208 5.792908 -0.025 0.033 0.014
F -1.334140 2.738342 0.173902 0.172 -0.052 0.127
C -0.724339 1.626813 -0.326483 -0.137 -0.197 -0.552
F -1.697834 1.022850 -1.139119 0.094 0.082 -0.084
H 0.093617 1.948483 -0.965922 0.086 0.039 -0.091
C 0.318702 -1.273294 2.230301 0.869 -0.436 -0.044
C 1.151999 -2.144628 2.490916 -0.863 0.668 0.284
C 2.062289 -3.185855 2.813326 0.303 -0.109 -0.033
C 3.408049 -3.048926 2.442685 -0.123 -0.056 -0.047
C 4.312467 -4.049122 2.754131 -0.021 -0.034 0.007
C 3.886786 -5.190857 3.421808 0.012 -0.066 0.011
C 2.550489 -5.339936 3.772525 0.020 -0.012 -0.036
C 1.637588 -4.344769 3.470403 -0.003 0.133 0.130
H 3.713891 -2.176585 1.879885 -0.040 0.036 0.045
H 5.350512 -3.942010 2.467347 -0.003 -0.011 0.008
H 4.594944 -5.972581 3.667449 -0.006 0.029 -0.024
H 2.220436 -6.236859 4.280155 0.009 0.014 0.018
H 0.598370 -4.440070 3.760977 0.017 -0.019 -0.070
```
Positions in Å, forces in eV/Å.

Results of the Löwdin charge analysis, in e, for atoms 1 through 6:
1. Pt 0.865
2. C -0.045
3. C -0.265
4. C -0.023
5. C -0.052
6. C -0.390

No. 4
The following is a DFT calculation (ωB97M-V/def2-TZVPD) of a molecular structure, C3H5N3OS in a non-equilibrium geometry.

The spin multiplicity is 1. The calculation puts the LUMO energy at 0.30 eV.

```
13
Properties=species:S:1:pos:R:3:forces:R:3
C -2.631371 0.495465 -0.097393 -4.503 2.102 1.122
C 0.032210 0.098865 -0.098428 -4.596 -3.876 1.243
C 2.003436 0.639030 -0.172989 1.961 3.390 2.800
H -3.669338 0.121293 -0.827980 3.289 0.975 2.507
H -2.297709 1.617378 -0.566785 -0.666 -3.577 1.791
H -3.049289 0.515000 1.293047 0.799 0.787 -4.634
H 3.046644 0.549276 -0.157686 1.378 0.239 -0.162
H 1.905030 -1.925605 0.820904 0.134 -0.253 1.205
N -0.086559 1.337465 0.061057 4.154 2.042 0.622
N 1.327520 1.697702 0.175984 -0.594 1.488 -2.372
N 1.281045 -0.421512 -0.038399 -2.566 -0.550 -1.185
O 1.722518 -1.669029 -0.069565 -0.062 -1.667 -1.717
S -1.487198 -0.826303 0.051086 1.270 -1.101 -1.219
```
Positions in Å, forces in eV/Å.

Results of the natural (NBO) charge analysis, in e, for atoms 1 through 6:
1. C -0.850
2. C 0.175
3. C 0.137
4. H 0.250
5. H 0.311
6. H 0.228

E_tot (Ha)
-5380.8582 -282.9140 -4275.6081 -754.7885
Energy relative to the best compared isomer or geometry (same formula, charge and spin) (eV)
1.448 6.795 0.103 6.818